Entry from the Open Molecules 2025 dataset: an isolated ion of composition C4H3O2S and charge -1 at a distorted geometry (ωB97M-V/def2-TZVPD).

Cartesian coordinates (Å):
O -2.684 0.896 0.945
C -2.039 0.183 0.230
C -1.203 -0.447 -0.465
C 0.224 -0.452 0.128
O 0.763 -1.449 0.689
C 0.858 0.641 -0.380
S 2.530 0.839 0.238
H -1.228 -1.127 -1.273
H 0.436 1.464 -0.812
H 2.344 -0.549 0.699

**SMILES**: O=C=C/C([O-])=C/S
**Multiplicity**: 1
**Kohn-Sham gap**: 6.34 eV
**HOMO**: -2.573 eV
**Net charge**: -1

Entry from the Open Molecules 2025 dataset: a 2-piece molecular cluster, C4H3O4 overall at a distorted geometry (ωB97M-V/def2-TZVPD).

Cartesian coordinates (Å):
C -1.025 0.096 2.090
C -0.609 -0.467 0.956
C 2.302 1.133 -2.866
C -0.031 -0.950 -0.132
O 2.895 0.230 -3.325
O 2.010 2.200 -2.479
O -2.217 -0.016 2.621
O -3.096 -0.836 1.895
H -0.612 0.976 2.440
H 0.881 -1.629 -0.073
H -0.498 -0.738 -1.128

**Multiplicity**: 1
**Kohn-Sham gap**: 4.60 eV
**HOMO**: -2.186 eV
**Net charge**: -1

Entry from the Open Molecules 2025 dataset: one molecule with the formula C4H3OPS at a distorted geometry (ωB97M-V/def2-TZVPD).

Cartesian coordinates (Å):
C 0.356 -0.220 -1.046
C 1.307 0.299 -0.108
C -0.927 -0.619 -0.894
C 1.118 0.833 1.131
O -0.989 0.856 3.009
P -0.540 0.597 1.657
S -1.973 -0.638 0.511
H 0.753 -0.364 -2.044
H 2.330 0.300 -0.470
H -1.436 -1.044 -1.746

**Multiplicity**: 1
**Kohn-Sham gap**: 7.74 eV
**HOMO**: -8.968 eV

Entry from the Open Molecules 2025 dataset: C4H3ORh as an isolated structure at a distorted geometry (ωB97M-V/def2-TZVPD).

Cartesian coordinates (Å):
C -0.645 -2.246 1.769
C -0.397 -1.942 0.590
H -0.144 -2.536 2.694
H -0.754 -1.688 -0.405
C 2.311 -0.543 -0.467
C 1.957 0.371 0.298
O 1.117 0.814 1.125
Rh -0.391 0.397 1.984
H 2.755 -0.868 -1.392

**Multiplicity**: 5
**Kohn-Sham gap (spin up / spin down)**: 10.08 / 7.54 eV
**<S²>**: 6.034
**HOMO (spin up / spin down)**: -20.520 / -20.695 eV
**Net charge**: +2

Entry from the Open Molecules 2025 dataset: an isolated ion of composition C4H3OS2 and charge -1 at a distorted geometry (ωB97M-V/def2-TZVPD).

Cartesian coordinates (Å):
C 0.026 -0.064 -0.085
C 0.005 1.000 -0.916
C -0.969 -0.228 0.872
C -1.524 2.231 -0.009
O -2.972 1.051 2.014
S -2.113 3.539 -0.753
S -2.343 0.819 0.684
H 0.824 -0.813 -0.131
H 0.793 1.456 -1.485
H -1.083 -1.093 1.502

**Multiplicity**: 1
**Kohn-Sham gap (spin up / spin down)**: 5.89 / 5.90 eV
**HOMO (spin up / spin down)**: -2.586 / -2.589 eV
**Net charge**: -1

Entry from the Open Molecules 2025 dataset: one molecule with the formula C4H4 at a distorted geometry (ωB97M-V/def2-TZVPD).

Cartesian coordinates (Å):
C 1.528 0.121 0.011
C 0.204 0.163 -0.014
C -0.982 -0.614 -0.030
C -1.299 0.636 0.009
H 2.074 1.049 0.062
H 1.906 -0.926 0.021
H -1.289 -1.688 0.130
H -2.141 1.259 -0.188

**SMILES**: C=C1C=C1
**Multiplicity**: 1
**Kohn-Sham gap**: 9.66 eV
**HOMO**: -8.488 eV

For reference, E_tot by record: -702.8565 -455.0366 -968.9050 -338.9123 -1025.6919 -154.6654 Eh.
For reference, energy relative to the best compared isomer or geometry (same formula, charge and spin) by record: 142.1 540.2 180.4 200.1 453.8 144.6 kJ/mol.